Record 1
14
Properties=species:S:1:pos:R:3:mulliken_charge:R:1 method="wB97M-V/def2-TZVPD" gap_ev="5.90 / 5.70" total_charge=+1 max_force_ev_per_a=4.796 relative_energy_kj_mol=361.33 homo_ev="-9.4 / -14.3" spin_multiplicity=3 s_squared=2.01
C -1.26299 0.41315 0.57493 -0.51
C -1.06502 -1.07563 0.19067 -0.27
C 0.92463 -0.30812 -0.30761 -0.45
N 0.09189 0.90372 0.11374 -0.15
O 0.31664 -1.29106 0.36105 -0.21
S 2.67076 0.02204 -0.01544 0.15
H -2.07098 0.98558 0.11955 0.33
H -1.33267 0.64525 1.72685 0.28
H -1.68867 -1.77010 0.87497 0.29
H -1.19582 -1.33905 -0.87172 0.38
H 0.73804 -0.33122 -1.93093 0.16
H 0.14803 1.77447 -0.58052 0.39
H 0.55363 1.32598 0.95724 0.41
H 3.17255 0.04499 -1.21279 0.21



Record 2
82
Properties=species:S:1:pos:R:3:mulliken_charge:R:1 method="wB97M-V/def2-TZVPD" gap_ev=8.63 max_force_ev_per_a=4.191 homo_ev=-8.1 spin_multiplicity=1
C -1.42640 2.28678 -1.87302 -1.24
N -0.02042 1.95610 -1.92472 0.18
C 0.77886 2.84368 -2.75533 -1.11
P 0.74041 0.62658 -1.21845 0.78
O 2.06738 1.12675 -0.79083 -0.93
N 0.01099 0.16466 0.27339 0.29
C -1.06740 0.94493 0.85954 -0.43
C 0.96809 -0.24649 1.29530 -1.12
N -0.02059 -0.57321 -2.09520 0.25
C -0.07087 -0.49925 -3.55458 -1.05
C -0.31928 -1.89818 -1.54791 -0.90
H -1.78969 2.59739 -2.85880 0.46
H -1.61834 3.10277 -1.16896 0.32
H -2.03300 1.43123 -1.58466 0.36
H 0.94536 2.43540 -3.76098 0.30
H 1.75326 3.02850 -2.30408 0.27
H 0.28121 3.80763 -2.86713 0.43
H -0.82465 2.01354 0.94171 0.25
H -1.29409 0.57437 1.85838 0.39
H -1.99358 0.83147 0.29687 -0.28
H 1.41959 0.60418 1.81949 0.35
H 1.77791 -0.83102 0.86009 0.36
H 0.45736 -0.87701 2.02751 0.33
H -1.09638 -0.31415 -3.88868 0.28
H 0.27550 -1.42571 -4.01537 0.42
H 0.55911 0.30012 -3.93765 0.22
H -1.34326 -1.92904 -1.17066 0.23
H 0.34975 -2.17090 -0.73729 0.29
H -0.21560 -2.66080 -2.32177 0.35
C -7.17379 -0.02874 2.37863 -1.27
N -5.78802 -0.37579 2.15526 0.24
C -5.34273 -0.22550 0.77810 -0.97
P -4.70229 -1.01047 3.27759 0.44
O -3.39533 -0.40323 2.93719 -0.69
N -4.98197 -0.41129 4.87478 0.17
C -5.98392 0.60893 5.13035 -0.96
C -3.75706 -0.13717 5.62065 -1.20
N -5.47071 -2.46243 3.56053 0.28
C -5.87934 -3.30900 2.43959 -1.02
C -5.43720 -3.15033 4.85352 -0.90
H -7.80132 -0.38108 1.55337 0.44
H -7.30428 1.05471 2.46387 0.32
H -7.56899 -0.49769 3.27694 0.41
H -5.36558 -1.17487 0.22712 0.29
H -4.32442 0.16060 0.73762 0.09
H -5.98247 0.48083 0.24811 0.44
H -5.88037 1.48688 4.47888 0.29
H -5.89433 0.94823 6.16318 0.35
H -6.99515 0.21395 5.03484 0.26
H -3.31539 0.83374 5.36824 0.35
H -3.00414 -0.89958 5.42831 0.36
H -3.97919 -0.15256 6.69098 0.42
H -6.97024 -3.33203 2.36199 0.29
H -5.52460 -4.33335 2.56136 0.42
H -5.48061 -2.94515 1.49559 0.23
H -6.32600 -2.90233 5.43615 0.25
H -4.56109 -2.88757 5.43877 0.28
H -5.41437 -4.23127 4.70811 0.34
C 7.51666 1.15228 0.15546 -1.20
C 6.56240 1.75885 -0.87298 -0.54
C 5.47977 0.79954 -1.38187 -0.24
C 6.01825 -0.56802 -1.88506 -0.57
Si 5.77198 -0.62582 -3.74870 0.31
C 6.89572 0.68586 -4.52444 -0.47
C 7.62419 0.20411 -5.80200 -0.52
O 8.96687 -0.17473 -5.50378 -0.54
H 6.98218 0.67122 0.97518 0.28
H 8.21059 0.44367 -0.29435 0.32
H 8.13363 1.94139 0.59063 0.39
H 6.05897 2.60616 -0.40334 0.35
H 7.14820 2.13491 -1.71542 0.20
H 4.70336 0.66188 -0.63108 0.25
H 4.97831 1.31198 -2.21080 0.24
H 5.50975 -1.40016 -1.40168 0.39
H 7.09801 -0.63534 -1.74587 0.25
H 4.35868 -0.22543 -3.98013 -0.20
H 6.07308 -1.96286 -4.31985 -0.23
H 7.67141 0.91137 -3.78934 0.24
H 6.32710 1.60191 -4.69129 0.46
H 7.60337 0.99817 -6.55139 0.27
H 7.14103 -0.68865 -6.19544 0.27
H 9.52013 0.61094 -5.60831 0.30



Record 3
7
Properties=species:S:1:pos:R:3:mulliken_charge:R:1 method="wB97M-V/def2-TZVPD" gap_ev=10.64 max_force_ev_per_a=9.735 relative_energy_kj_mol=212.77 homo_ev=-10.3 spin_multiplicity=1
C 0.33885 -0.33966 0.15165 0.58
C -0.26047 -0.39034 -1.07562 -0.36
C -1.23088 -0.72689 -1.82270 -0.33
H -0.01692 -1.32544 0.47160 0.17
H -1.65666 -1.43974 -2.87200 0.29
F 1.70861 -0.22000 0.02034 -0.23
Cl -0.39935 0.79332 1.09984 -0.12



Record 4
9
Properties=species:S:1:pos:R:3:mulliken_charge:R:1 method="wB97M-V/def2-TZVPD" gap_ev=8.43 max_force_ev_per_a=2.073 relative_energy_kj_mol=489.83 homo_ev=-9.1 spin_multiplicity=1
C -1.44837 0.34760 1.09109 -0.45
C -0.78798 -0.42541 1.72449 -0.29
C 0.61320 -0.31520 -1.72526 -0.09
N 1.48464 0.51254 -1.86060 -0.14
Cl 1.43154 2.43409 -1.22450 -0.29
H -1.69739 1.29337 0.63382 0.35
H -0.15304 -1.10617 2.17801 0.42
H -0.25714 -0.24010 -1.13690 0.18
H 2.28164 0.24573 -2.48532 0.31



Record 5
12
Properties=species:S:1:pos:R:3:mulliken_charge:R:1 method="wB97M-V/def2-TZVPD" gap_ev=9.71 max_force_ev_per_a=4.073 relative_energy_kj_mol=785.84 homo_ev=-9.2 spin_multiplicity=1
C -2.41613 -1.06352 -0.70412 -0.22
C -1.53856 -1.37808 0.35099 0.07
N -0.98939 -1.29867 -0.82021 -0.20
H -1.50248 -1.58387 1.38122 0.32
C -0.36676 1.42889 0.95363 -0.43
N 0.67265 0.76238 0.72270 -0.41
N 0.93288 -0.04231 -0.20954 0.11
C 1.89229 -0.13839 -1.03177 -0.32
H -1.02262 1.72651 0.17255 0.35
H -0.52640 1.98647 1.86156 0.26
H 2.03997 -1.06529 -1.49551 0.26
H 2.82455 0.66589 -1.18149 0.21



Record 6
18
Properties=species:S:1:pos:R:3:mulliken_charge:R:1 method="wB97M-V/def2-TZVPD" gap_ev=10.68 max_force_ev_per_a=0.572 relative_energy_kj_mol=117.78 homo_ev=-10.6 spin_multiplicity=1
O -41.30137 -8.47126 -7.37393 -0.74
H -42.18967 -8.36341 -7.73720 0.31
H -40.91661 -7.58296 -7.38881 0.30
O -39.21068 -9.73217 -9.05470 -0.63
H -39.94625 -9.44853 -8.48439 0.39
H -39.62826 -10.22467 -9.76810 0.30
O -39.97559 -9.87595 -5.14085 -0.63
H -40.52494 -9.59642 -5.89241 0.37
H -40.28600 -10.75953 -4.91863 0.32
O -40.35338 -5.55376 -5.84375 -0.62
H -40.51125 -5.04463 -5.04108 0.31
H -40.58898 -4.95377 -6.56141 0.32
O -43.39123 -8.53991 -9.90330 -0.62
H -43.51803 -9.36593 -10.38063 0.31
H -43.95958 -8.62063 -9.10986 0.38
O -45.08411 -8.88522 -7.62647 -0.65
H -45.95362 -9.29814 -7.68695 0.29
H -44.98671 -8.64081 -6.69771 0.31



What did the sixth record say?
18
Properties=species:S:1:pos:R:3:mulliken_charge:R:1 method="wB97M-V/def2-TZVPD" gap_ev=10.68 max_force_ev_per_a=0.572 relative_energy_kj_mol=117.78 homo_ev=-10.6 spin_multiplicity=1
O -41.30137 -8.47126 -7.37393 -0.74
H -42.18967 -8.36341 -7.73720 0.31
H -40.91661 -7.58296 -7.38881 0.30
O -39.21068 -9.73217 -9.05470 -0.63
H -39.94625 -9.44853 -8.48439 0.39
H -39.62826 -10.22467 -9.76810 0.30
O -39.97559 -9.87595 -5.14085 -0.63
H -40.52494 -9.59642 -5.89241 0.37
H -40.28600 -10.75953 -4.91863 0.32
O -40.35338 -5.55376 -5.84375 -0.62
H -40.51125 -5.04463 -5.04108 0.31
H -40.58898 -4.95377 -6.56141 0.32
O -43.39123 -8.53991 -9.90330 -0.62
H -43.51803 -9.36593 -10.38063 0.31
H -43.95958 -8.62063 -9.10986 0.38
O -45.08411 -8.88522 -7.62647 -0.65
H -45.95362 -9.29814 -7.68695 0.29
H -44.98671 -8.64081 -6.69771 0.31